{"formula": "C5H14S", "method": "ωB97M-V/def2-TZVPD", "smiles": "CCC.CSC", "energy_ev": -16246.2515, "e_lumo_ev": 0.9561, "gap_ha": 0.3437, "symbols": ["C", "C", "C", "H", "H", "H", "H", "H", "H", "H", "H", "C", "C", "S", "H", "H", "H", "H", "H", "H"], "coordinates": [[0.18, 0.45, 2.65], [-0.89, -0.23, 3.50], [-0.29, 0.35, 1.19], [1.15, -0.06, 2.73], [0.47, 1.46, 2.89], [-1.80, 0.38, 3.53], [-0.98, -1.22, 3.10], [0.47, -0.29, 0.62], [-0.40, 1.27, 0.60], [-0.72, -0.37, 4.57], [-1.17, -0.28, 1.05], [0.48, -1.66, -3.09], [0.46, 1.22, -2.85], [0.45, -0.10, -4.07], [-0.52, -2.06, -3.18], [1.33, -2.21, -3.47], [0.44, -1.24, -2.08], [0.41, 2.17, -3.38], [1.32, 1.14, -2.19], [-0.38, 1.28, -2.14]]}